80
Properties=species:S:1:pos:R:3:lowdin_charge:R:1 method="wB97M-V/def2-TZVPD" max_force_ev_per_a=0.361 homo_ha=-0.13832 total_charge=-1 orbital_gap_ev=5.9030 mol_weight_g_mol=739.6
Cd -0.26867 0.54009 0.16578 1.38
C -1.56464 1.76753 -1.31574 -0.39
C -0.91776 3.02443 -1.00120 -0.29
C -1.61969 3.62961 0.02598 -0.26
C -2.75725 2.82648 0.34275 -0.26
C -2.74946 1.70816 -0.47657 -0.31
C -3.83826 0.69928 -0.69045 -0.08
C -3.73436 3.15457 1.43285 -0.08
C -1.19159 4.83341 0.80802 -0.06
C 0.32778 3.54422 -1.65806 -0.06
C -1.54622 1.14186 -2.68573 -0.10
H -4.32734 0.85262 -1.66063 0.08
H -4.62024 0.76769 0.07044 0.05
H -3.45045 -0.32534 -0.69133 0.02
H -4.62495 2.52211 1.38362 0.06
H -4.07775 4.19165 1.36489 0.07
H -3.30253 3.03711 2.43563 0.07
H -2.02523 5.51578 1.00435 0.06
H -0.42071 5.39889 0.28008 0.06
H -0.76534 4.54683 1.77709 0.08
H 1.23136 3.21711 -1.13663 0.04
H 0.33170 4.63696 -1.68042 0.07
H 0.40594 3.19969 -2.69270 0.06
H -2.25198 1.64900 -3.35865 0.08
H -1.81923 0.08552 -2.64037 0.01
H -0.55446 1.19739 -3.14157 0.06
Cl 6.93267 1.72675 1.96882 0.60
C 5.20250 1.81521 1.71909 -0.71
C 4.63930 2.98478 1.18285 -0.13
C 3.28831 3.07611 0.99172 -0.01
C 2.38711 1.99558 1.29528 -0.41
O 1.14271 2.13060 1.13279 -0.13
C 3.00886 0.81038 1.83069 -0.16
C 2.23867 -0.33785 2.22669 -0.11
N 1.04492 -0.60565 1.84061 0.04
C 0.39754 -1.73047 2.37220 -0.27
C 0.99933 -2.92818 2.65323 -0.03
C 0.25147 -4.00387 3.17312 -0.08
C -1.08637 -3.87892 3.40873 -0.04
C -1.74656 -2.66491 3.10590 -0.17
C -3.13397 -2.47036 3.28584 -0.01
C -3.69703 -1.28150 2.92861 -0.04
C -2.87727 -0.28231 2.36123 -0.12
N -1.59057 -0.42504 2.18644 0.07
C -1.00952 -1.59304 2.56691 -0.25
C 4.39676 0.76222 2.05641 -0.10
H 5.28721 3.81527 0.92857 0.10
H 2.84517 3.97848 0.58745 0.11
H 2.73328 -1.01219 2.93553 0.13
H 2.05119 -3.06711 2.43484 0.11
H 0.75276 -4.94240 3.37586 0.10
H -1.66278 -4.70494 3.80835 0.11
H -3.73280 -3.27478 3.69799 0.11
H -4.75661 -1.09748 3.04325 0.10
H -3.30136 0.65623 2.02648 0.08
H 4.83116 -0.13133 2.49351 0.11
C -0.98087 -4.94946 -2.42811 -0.25
Si -0.77559 -3.08382 -2.63470 0.00
C -2.03250 -2.52370 -3.92659 -0.24
C 0.93009 -2.82362 -3.41203 -0.23
Se -1.06311 -2.06210 -0.69403 0.27
H -0.85886 -5.47238 -3.38326 0.02
H -1.97150 -5.18240 -2.02894 0.02
H -0.24143 -5.33631 -1.72179 0.02
H -1.95565 -3.11051 -4.84941 0.02
H -1.87744 -1.47011 -4.17508 0.01
H -3.04889 -2.62155 -3.53579 0.02
H 0.96929 -3.28024 -4.40798 0.02
H 1.71212 -3.28050 -2.80212 0.01
H 1.15509 -1.75807 -3.51376 0.02
C 4.13255 0.57057 -1.76923 0.01
C 2.88766 -0.09237 -1.24164 -0.48
C 2.99999 -1.50305 -0.74380 -0.03
O 1.85666 0.54709 -1.17173 -0.02
H 4.86014 -0.14391 -2.15229 0.08
H 4.58329 1.10778 -0.92640 0.08
H 3.86232 1.30255 -2.52891 0.09
H 3.51551 -2.12235 -1.47779 0.08
H 2.01317 -1.90798 -0.51287 0.04
H 3.62315 -1.48552 0.15782 0.08